1.
{"formula": "C20H20N5O7P2Y", "method": "ωB97M-V/def2-TZVPD", "mol_weight_g_mol": 593.26, "gap_ev": 8.068, "energy_ha": -2296.06546, "homo_energy_ev": -7.62, "elements": ["O", "H", "H", "P", "C", "N", "C", "H", "C", "C", "C", "C", "Y", "N", "H", "H", "C", "C", "N", "C", "O", "O", "C", "O", "C", "C", "H", "C", "H", "O", "C", "H", "H", "C", "H", "H", "C", "H", "O", "H", "N", "H", "H", "C", "H", "H", "H", "P", "C", "H", "H", "C", "N", "O", "C"], "coordinates": [[-3.18579, -1.37938, -5.39370], [1.82193, -1.14451, -6.41195], [3.36116, 0.20992, 0.67475], [0.62475, -0.43848, -4.63151], [0.29304, -0.70182, 1.44380], [0.75459, -0.27029, 0.30055], [0.48580, -4.18153, 0.71399], [0.53424, 4.26283, 0.48864], [3.16155, 4.90228, 1.06678], [1.24089, 3.42106, 0.56873], [0.60678, 2.18403, 0.28858], [-0.38550, -0.30060, 3.77710], [-0.18782, -0.70493, -1.82301], [-0.47617, -2.77449, -0.74772], [0.76972, 1.03555, 2.56336], [2.46172, 5.71047, 0.71247], [-2.92948, 1.85141, 0.26139], [-2.53052, 1.27399, -0.96071], [-0.13153, -2.97753, 0.55937], [-1.02317, -1.55745, 3.88283], [0.76092, -1.59897, -3.66775], [-2.42698, 0.93694, -4.65765], [0.43261, -4.82397, -0.49600], [-0.69753, -0.71240, -5.41561], [-0.29770, -1.96265, 1.57170], [-1.44604, -2.16486, 5.22846], [3.40568, 5.06086, 2.10883], [1.35184, 0.98194, 0.35482], [-0.11731, -3.95705, -2.45815], [1.72266, -0.37786, -5.82091], [-0.99369, -2.34339, 2.75089], [-2.28753, -2.87972, 5.05516], [-0.30134, 0.38012, 4.58399], [2.59691, 3.53102, 0.84077], [-3.22517, 0.84502, -1.69291], [-1.53444, -3.29004, 2.75735], [3.31997, 2.32775, 0.73222], [-1.73638, -1.40006, 5.91435], [0.66396, 0.87625, -3.83715], [-3.20429, 1.12607, -5.25382], [-1.23054, 1.34577, -1.05337], [-3.93139, 1.96894, 0.65064], [0.82028, -5.78605, -0.71310], [0.24237, 0.10730, 2.58574], [-1.65358, 2.95456, 1.74804], [0.86107, -4.53078, 1.68338], [4.41146, 2.32694, 0.93034], [-2.16982, -0.58993, -4.68560], [2.73184, 1.09686, 0.58957], [-0.61858, -2.65747, 5.63216], [3.98382, 5.14642, 0.39612], [-0.13271, -3.91054, -1.37471], [-0.78249, 2.01357, 0.06566], [-1.95271, -0.88480, -3.21877], [-1.83140, 2.42371, 0.83156]], "lowdin_charge": [-0.264, 0.094, 0.124, 0.181, -0.303, -0.073, -0.027, 0.128, -0.055, 0.026, -0.139, -0.018, 1.625, -0.037, 0.102, 0.093, -0.051, -0.127, -0.076, -0.273, -0.402, -0.112, -0.048, -0.234, -0.122, -0.044, 0.077, -0.285, 0.119, -0.104, 0.003, 0.091, 0.096, -0.265, 0.125, 0.122, -0.037, 0.061, -0.339, 0.123, -0.004, 0.101, 0.095, -0.003, 0.134, 0.143, 0.125, 0.154, -0.014, 0.053, 0.078, -0.119, -0.062, -0.408, -0.027]}

***

2.
{"formula": "C3H5N2O3", "method": "ωB97M-V/def2-TZVPD", "total_charge": -1, "mol_weight_g_mol": 117.08, "gap_ev": 6.660, "energy_ha": -452.52430, "de_lowest_ev": 3.891, "homo_energy_ev": -4.24, "elements": ["N", "C", "O", "O", "H", "O", "C", "H", "H", "H", "H", "N", "C"], "coordinates": [[2.78665, 0.20404, -1.11236], [2.90167, 0.04264, 0.10339], [-3.04119, 0.19611, 1.50414], [-3.02901, -0.22804, -0.73317], [0.53907, 0.58388, -0.75816], [3.18149, 0.19495, 1.24354], [-2.57182, 0.15373, 0.33979], [0.19745, -1.05795, 0.02629], [2.00272, -0.60317, -0.43331], [-0.71803, -0.40424, -1.39147], [-0.91089, 0.42444, 1.31710], [-1.13048, 0.64945, 0.35302], [-0.20764, -0.15583, -0.45878]], "lowdin_charge": [0.226, -0.564, -0.109, -0.061, 0.041, 0.116, -0.793, 0.076, 0.146, 0.076, 0.071, -0.044, -0.180]}

***

3.
{"formula": "C4H11NS2", "method": "ωB97M-V/def2-TZVPD", "mol_weight_g_mol": 137.27, "smiles": "CNCCCSS", "gap_ev": 8.560, "energy_ha": -1010.06544, "de_lowest_ev": 1.985, "homo_energy_ev": -8.28, "elements": ["H", "C", "H", "H", "H", "H", "H", "S", "H", "H", "C", "H", "N", "C", "C", "H", "S", "H"], "coordinates": [[2.03432, -1.72612, 2.49508], [2.06108, -0.33976, 0.98533], [0.42504, -3.15703, 1.19638], [0.59768, 0.56043, 2.21872], [2.77100, 0.11206, 1.70847], [-1.33940, 0.25760, 1.00504], [-0.35881, -1.03296, 0.23257], [-2.42818, 1.49286, -1.05116], [1.13687, -2.46299, -0.35655], [2.66184, -0.27624, 0.05128], [-0.37532, 0.02737, 0.44498], [2.22507, -3.54238, 0.57582], [1.97263, -1.73760, 1.46576], [1.39830, -2.78197, 0.69921], [0.78070, 0.44338, 1.14286], [-2.97222, 1.08589, -2.25590], [-0.39994, 0.80069, -1.30472], [1.07146, 1.55399, 0.92840]], "lowdin_charge": [0.121, -0.246, 0.097, 0.115, 0.112, 0.077, 0.036, 0.287, 0.090, 0.124, -0.556, 0.080, -0.165, -0.177, -0.363, -0.186, 0.418, 0.135]}

***

4.
{"formula": "C10H14N4O5S", "method": "ωB97M-V/def2-TZVPD", "mol_weight_g_mol": 302.31, "gap_ev": 9.962, "energy_ha": -1382.82560, "de_lowest_ev": 1.478, "homo_energy_ev": -9.97, "elements": ["O", "C", "H", "N", "C", "N", "H", "H", "S", "C", "H", "N", "O", "H", "O", "C", "H", "H", "O", "H", "C", "H", "H", "O", "C", "H", "H", "C", "N", "C", "C", "H", "H", "C"], "coordinates": [[1.56277, -0.20668, 0.62996], [-2.85517, 0.56586, -0.12265], [-2.25328, 1.36040, -0.58660], [0.36472, 2.51448, 2.42893], [-0.71186, -0.72486, 0.70064], [3.77541, -0.83599, -1.34157], [-0.28831, 2.81567, 3.16370], [4.25778, 0.63604, -4.14461], [1.39137, -1.76412, 1.12659], [-4.25979, 0.62297, -0.16860], [-0.31147, 2.11731, -0.77073], [-5.17975, -0.21717, 0.34030], [2.27671, -0.23199, -2.92399], [-5.19334, -1.99607, 1.39192], [-0.16509, -2.06223, 0.62788], [-4.52670, -1.24156, 0.92264], [-4.68975, 1.51950, -0.66425], [-0.55826, -0.40044, 1.76914], [2.38597, -2.61492, 0.52678], [5.43202, 0.18884, -2.95639], [0.30127, 0.16216, -0.05896], [4.71395, -0.88750, -0.99291], [3.02224, -1.21267, -0.78733], [1.51013, -1.90692, 2.55054], [-3.14774, -1.47295, 1.06364], [-2.78532, -2.37339, 1.58409], [-1.45888, 2.32497, 1.50738], [3.43651, -0.28170, -2.53116], [4.47674, 0.21817, -3.25821], [-2.21398, -0.53317, 0.52773], [-0.35075, 2.20195, 1.42860], [0.51912, -0.14042, -1.10985], [1.27093, 2.14965, 0.02640], [0.25177, 1.70676, 0.10098]], "lowdin_charge": [-0.193, -0.018, 0.098, 0.111, -0.266, 0.167, 0.058, 0.102, 0.690, -0.151, 0.118, 0.077, 0.010, 0.114, -0.126, -0.151, 0.114, 0.162, -0.244, 0.092, -0.226, 0.106, 0.042, -0.228, -0.003, 0.124, 0.115, -0.677, 0.147, -0.111, -0.244, 0.154, 0.136, -0.100]}

***

5.
{"formula": "C27H36BCl4FN3O5PS", "method": "ωB97M-V/def2-TZVPD", "mol_weight_g_mol": 717.26, "smiles": "CNCN1C(=O)c2c(C[C@H](C)F)c(CCC(=O)Nc3ccccc3)c([PH2]=S)c(CB(O)O)c2C1=O.ClCCCl.ClCCCl", "gap_ev": 6.799, "energy_ha": -4295.18740, "homo_energy_ev": -8.48, "elements": ["H", "C", "H", "O", "H", "H", "C", "C", "C", "H", "O", "H", "C", "H", "H", "H", "H", "C", "H", "C", "H", "C", "C", "C", "S", "B", "Cl", "H", "C", "H", "H", "C", "H", "H", "H", "H", "N", "H", "C", "H", "C", "C", "C", "C", "H", "H", "Cl", "C", "H", "C", "H", "H", "O", "H", "C", "H", "F", "H", "H", "C", "C", "P", "Cl", "O", "N", "O", "C", "H", "N", "C", "Cl", "H", "H", "H", "H", "H", "C", "C", "C"], "coordinates": [[2.45614, -1.81226, -3.36845], [-3.16900, -6.24768, -4.65731], [-0.08825, -4.52952, -1.89308], [2.07453, 1.48995, 3.54532], [2.75139, 8.73714, 3.66371], [-2.46147, -4.95071, -0.59362], [0.39971, -2.56037, -0.63635], [4.21590, 9.23896, 2.13424], [-0.65536, -1.39764, -3.11160], [-2.07171, -4.36868, -4.62248], [2.18296, -0.83351, 4.66131], [-6.47923, -1.80096, 4.49793], [-3.68981, -1.25678, 1.72887], [-2.42891, -6.82432, -5.21987], [-2.87035, -0.98757, -0.16660], [1.72084, -0.44086, -4.45462], [0.36690, 3.40062, 0.05532], [2.80374, 9.24700, 2.69686], [1.95499, 5.36979, 1.36539], [1.10065, 1.52347, -2.32799], [2.56152, -3.39384, 3.05368], [-2.47067, -2.91183, 0.42678], [0.91454, 3.66378, -0.94863], [-3.02538, -4.76910, -4.97978], [2.58428, -5.21134, 0.98822], [2.48125, 0.06492, 3.49744], [-4.33562, -3.79463, -4.26712], [-1.72680, -1.83150, -2.93012], [1.23992, 5.69658, 0.48653], [-1.70203, 0.20424, 1.97746], [2.46571, 10.27794, 2.83758], [-2.03206, -3.86500, -0.83982], [-4.82607, 0.02424, 5.84440], [0.37045, -4.22998, 2.45169], [4.24931, 9.65386, 1.12207], [-3.07292, -4.61859, -6.06237], [-3.44094, -1.75922, 0.29369], [4.87265, 9.83995, 2.77002], [1.39454, -2.34073, 0.68947], [0.05160, 3.81614, -1.75804], [-0.39943, -4.01172, -0.86541], [1.78078, -1.61328, -4.32406], [-5.49849, -1.38520, 3.99004], [2.22641, -0.91573, 0.96065], [2.37052, -2.12837, -5.22498], [0.11650, 5.55845, 0.79040], [-2.88535, -6.59009, -2.93230], [2.57924, 1.79164, -0.29262], [-0.73471, -0.32178, -3.57241], [0.26174, -1.29721, -1.72394], [1.39399, 6.87054, 0.33585], [1.23561, 5.67625, -1.57751], [0.71094, 1.85114, -3.56243], [-0.12151, -4.80875, -0.02858], [-4.51866, -0.32014, 4.76066], [4.10563, 0.06826, 1.83113], [-0.38931, -2.48083, -5.49134], [3.03312, -1.08586, 5.12802], [3.77956, -1.67233, 2.49071], [0.25980, -2.28741, -4.17202], [1.99608, 0.26620, -0.15183], [1.66909, -3.76196, 1.98408], [4.90950, 7.59896, 2.08242], [3.56747, 2.44627, 0.32206], [1.81505, 2.53284, -1.40856], [-1.95236, -3.20800, 1.62473], [3.25003, -0.66510, 2.21834], [0.43548, -3.33452, -3.63947], [1.60912, 5.01256, -0.83388], [-3.14758, 0.26385, 4.02733], [1.63717, 8.46881, 1.59788], [-4.16322, -6.62296, -4.91893], [1.79377, 1.66699, 4.50851], [-5.76852, -2.62613, 1.92087], [-2.51856, -3.56115, -1.86568], [-2.41322, 1.02159, 4.57429], [-5.05507, -1.84228, 2.46125], [1.03813, 0.12506, -1.47486], [-2.67567, -0.19055, 2.50150]], "lowdin_charge": [0.094, -0.648, 0.119, 0.053, 0.072, 0.114, -0.038, -0.663, -0.096, 0.047, 0.004, 0.086, -0.174, 0.075, 0.126, 0.082, 0.139, -0.633, 0.097, -0.210, -0.025, -0.277, -0.203, -0.656, 0.053, -0.412, 0.546, 0.100, -0.210, 0.088, 0.072, -0.131, 0.078, -0.004, 0.071, 0.078, 0.031, 0.071, -0.211, 0.151, -0.166, -0.066, -0.069, -0.061, 0.099, 0.085, 0.561, -0.199, 0.119, -0.034, -0.038, 0.109, -0.023, 0.083, -0.082, 0.135, -0.106, 0.114, 0.099, -0.269, 0.043, 0.378, 0.544, -0.001, -0.009, -0.062, -0.084, 0.128, -0.118, -0.064, 0.629, 0.071, 0.128, 0.096, 0.073, 0.080, -0.008, 0.030, -0.002]}

***

6.
{"formula": "C2H7N6S", "method": "ωB97M-V/def2-TZVPD", "total_charge": 1, "mol_weight_g_mol": 147.19, "gap_ev": [6.824, 6.508], "energy_ha": -806.67865, "de_lowest_ev": 2.691, "homo_energy_ev": [-12.65, -12.63], "elements": ["C", "N", "N", "N", "S", "H", "N", "H", "N", "N", "H", "H", "H", "H", "C", "H"], "coordinates": [[-2.85078, -0.02029, -0.00300], [-1.25932, -1.67928, -0.09774], [1.69773, 1.10806, 0.16758], [-2.36374, -1.33247, -0.07624], [-4.41992, 0.37702, -0.07567], [0.58454, 2.55152, 0.33435], [-1.90756, 1.03129, 0.20646], [-2.32689, 1.90317, 0.04305], [0.44699, 1.51884, 0.10806], [2.18586, -1.65857, 0.02000], [2.28708, 1.77157, -0.32066], [1.92137, -0.03418, 0.01756], [1.76031, -2.39984, 0.57504], [3.07207, -2.11782, -0.23802], [-0.56684, 0.78659, 0.24723], [1.73908, -1.80563, -0.90799]], "lowdin_charge": [-0.824, 0.302, 0.011, 0.007, 0.871, 0.219, 0.026, 0.113, -0.081, 0.013, 0.104, 0.102, 0.050, 0.067, -0.037, 0.057]}

***

7.
{"formula": "C4H8O3", "method": "ωB97M-V/def2-TZVPD", "mol_weight_g_mol": 104.10, "smiles": "COC(=O)[C@@H](C)O", "gap_ev": 11.155, "energy_ha": -382.91854, "de_lowest_ev": 1.259, "homo_energy_ev": -10.33, "elements": ["H", "H", "H", "H", "O", "H", "O", "H", "C", "C", "C", "H", "H", "O", "C"], "coordinates": [[1.76829, 0.09956, 0.25559], [-1.67314, 1.90339, 1.77384], [-1.41379, 0.62066, 2.99912], [-0.14932, -1.33492, -1.64703], [-1.21906, 0.98471, -0.69941], [0.59020, -2.05590, -0.17681], [1.50209, 0.70928, -1.71781], [-2.43672, 0.30964, 1.55774], [0.74516, -1.36990, -1.01586], [-0.30401, 0.56535, -0.03862], [-1.55294, 0.82930, 1.93730], [1.59849, -1.64430, -1.70257], [1.86627, -0.03509, -2.25162], [-0.36072, 0.37157, 1.29343], [1.03918, 0.04664, -0.56731]], "lowdin_charge": [0.152, 0.098, 0.093, 0.100, 0.132, 0.096, -0.017, 0.096, -0.031, -0.463, -0.044, 0.100, 0.092, -0.043, -0.362]}

***

8.
{"formula": "CH9N3O2", "method": "ωB97M-V/def2-TZVPD", "mol_weight_g_mol": 95.10, "smiles": "N=C(N)N.O.O", "gap_ev": 9.225, "energy_ha": -358.23731, "de_lowest_ev": 0.931, "homo_energy_ev": -8.98, "elements": ["H", "H", "N", "O", "H", "O", "N", "H", "N", "H", "H", "C", "H", "H", "H"], "coordinates": [[2.06371, 1.41145, -0.72891], [0.94546, -2.89962, 0.52091], [-0.75069, -1.92925, 1.90687], [-1.49973, 1.53549, -1.28750], [1.32962, -1.47228, -0.46544], [2.25984, 1.81457, -1.58033], [0.71464, -2.00953, 0.11353], [-2.43072, 1.42206, -1.12153], [-0.18333, 0.05464, 0.82965], [-0.48001, 0.59290, 0.00032], [1.59909, 1.35149, -2.12331], [-0.14027, -1.35680, 0.93753], [-1.47529, -1.36774, 2.31772], [-1.18940, 2.30766, -0.81608], [-0.76291, 0.54498, 1.49655]], "lowdin_charge": [0.012, 0.098, 0.076, -0.043, 0.085, -0.066, 0.124, 0.051, 0.081, 0.032, 0.035, -0.629, 0.017, 0.050, 0.075]}